1.
{"formula": "C26H26Cl3N5", "method": "ωB97M-V/def2-TZVPD", "symbols": ["N", "C", "C", "C", "C", "C", "H", "H", "H", "H", "H", "N", "C", "C", "C", "C", "C", "H", "H", "H", "H", "H", "N", "C", "C", "C", "C", "C", "H", "H", "H", "H", "H", "N", "C", "C", "C", "C", "C", "H", "H", "H", "H", "H", "N", "C", "C", "C", "C", "C", "H", "H", "H", "H", "H", "C", "Cl", "Cl", "Cl", "H"], "xyz": [[6.6962, 1.2679, 3.2047], [7.3254, 1.7651, 4.3059], [7.2574, 3.1269, 4.6179], [6.4090, 3.9652, 3.8644], [5.6623, 3.4303, 2.8738], [5.7697, 2.0667, 2.5839], [8.0766, 1.0691, 4.6488], [7.9962, 3.5616, 5.2749], [6.5389, 5.0213, 4.0492], [4.9758, 4.0443, 2.3099], [5.2471, 1.5975, 1.7633], [-1.2807, -0.5738, 3.1899], [-2.6444, -0.6102, 3.0258], [-3.5024, -1.0398, 4.0265], [-2.9460, -1.5614, 5.2302], [-1.5159, -1.5427, 5.3536], [-0.7458, -1.0915, 4.2933], [-2.9781, -0.0509, 2.1643], [-4.5656, -0.9080, 3.8896], [-3.6126, -1.9276, 5.9969], [-0.9920, -1.7809, 6.2675], [0.3328, -1.1383, 4.3235], [-1.5871, 5.6777, -1.4784], [-0.3681, 6.3354, -1.4071], [-0.1632, 7.3994, -0.5132], [-1.1452, 7.6994, 0.4163], [-2.3302, 6.9558, 0.3891], [-2.4562, 5.9621, -0.5229], [0.3600, 6.0279, -2.1431], [0.7886, 7.9068, -0.5680], [-1.0338, 8.4743, 1.1603], [-3.1711, 7.2764, 0.9861], [-3.4189, 5.5068, -0.7023], [7.3236, -8.1427, -5.7272], [6.6521, -7.2621, -4.9004], [7.2727, -6.6073, -3.8472], [8.6096, -6.8772, -3.6896], [9.3354, -7.8060, -4.4844], [8.6540, -8.3524, -5.5747], [5.6275, -7.0357, -5.1557], [6.7730, -5.9563, -3.1451], [8.9820, -6.3612, -2.8169], [10.3216, -8.1726, -4.2410], [9.0999, -8.9963, -6.3182], [-10.5283, -1.5218, 0.0914], [-11.8430, -1.2226, 0.0471], [-12.3052, -0.2424, -0.8803], [-11.4433, 0.2576, -1.8536], [-10.0729, -0.0265, -1.8007], [-9.6804, -0.8464, -0.7671], [-12.3983, -1.7194, 0.8289], [-13.3629, -0.0399, -0.9612], [-11.7761, 0.9375, -2.6239], [-9.3344, 0.3541, -2.4907], [-8.7036, -1.3020, -0.6990], [-0.0479, -1.2621, -4.3642], [-1.8064, -1.5673, -3.9371], [0.2224, -2.0021, -5.9974], [1.2461, -1.9383, -3.2073], [0.2046, -0.2017, -4.3593]], "forces_ev_per_a": [[-1.74, 0.94, 0.58], [-0.13, 0.55, -2.51], [-0.06, -0.34, -0.62], [2.16, -0.27, 1.67], [-1.40, -0.83, -0.96], [2.10, -0.52, 1.00], [0.01, 0.20, 0.74], [-0.25, -0.03, 0.42], [-0.55, 0.18, -0.11], [-0.02, 0.03, -0.16], [-0.13, 0.09, -0.06], [-1.20, -0.66, -0.72], [2.08, 1.01, 1.34], [0.81, -0.59, 0.80], [1.44, 0.83, -1.38], [-1.83, -0.08, 0.09], [-1.00, 0.29, -0.48], [-0.26, -0.33, -0.23], [-0.11, -0.30, 0.08], [0.19, 0.07, 0.23], [-0.26, -0.43, 0.14], [0.15, 0.19, 0.15], [2.95, 0.39, 0.36], [-2.57, -0.08, 0.35], [0.43, -1.11, -0.46], [-0.57, -0.46, -0.06], [0.83, 1.62, 0.94], [-1.12, -0.25, -1.93], [0.10, 0.13, -0.02], [0.00, 0.21, 0.21], [0.14, 0.20, -0.14], [0.02, -0.31, 0.30], [-0.21, -0.35, 0.45], [-0.36, 1.51, 0.39], [1.33, -1.12, -1.15], [0.01, -0.69, -1.11], [0.96, -0.74, 0.66], [-1.13, 0.67, 0.14], [-1.82, 0.63, 1.21], [-0.20, -0.42, -0.03], [-0.17, 0.12, -0.24], [1.00, -0.30, 0.00], [0.23, 0.51, -0.01], [0.17, -0.17, 0.13], [-0.19, 1.38, -0.82], [2.07, 1.40, -0.85], [-0.04, -1.37, -0.07], [0.49, 0.34, 0.46], [-0.62, -0.17, 0.88], [-0.97, -2.57, 0.69], [-0.61, 0.09, -0.29], [-0.08, 0.18, 0.16], [-0.38, -0.03, -0.01], [-0.17, 0.11, -0.12], [0.50, 0.66, -0.04], [0.35, -1.16, -0.04], [1.87, 0.37, 0.09], [-0.05, 0.68, 1.02], [-1.59, 0.36, -0.78], [-0.58, -0.24, -0.27]], "nbo_charge": [-0.41, 0.01, -0.25, -0.18, -0.26, 0.03, 0.20, 0.22, 0.22, 0.22, 0.20, -0.41, 0.02, -0.26, -0.17, -0.26, 0.03, 0.20, 0.22, 0.22, 0.22, 0.20, -0.41, 0.03, -0.27, -0.17, -0.26, 0.02, 0.20, 0.22, 0.22, 0.22, 0.19, -0.42, 0.04, -0.27, -0.17, -0.26, 0.03, 0.20, 0.22, 0.21, 0.22, 0.20, -0.42, 0.03, -0.26, -0.17, -0.26, 0.01, 0.20, 0.22, 0.22, 0.23, 0.20, -0.22, 0.01, 0.00, -0.03, 0.23], "energy_ha": -2660.5755, "fmax_ev_per_a": 2.994, "de_lowest_ev": 2.422, "total_charge": 0, "smiles": "ClC(Cl)Cl.c1ccncc1.c1ccncc1.c1ccncc1.c1ccncc1.c1ccncc1"}


2.
{"formula": "C26H26N4O4", "method": "ωB97M-V/def2-TZVPD", "symbols": ["O", "N", "O", "C", "C", "C", "C", "C", "C", "N", "O", "O", "C", "H", "H", "H", "H", "H", "C", "N", "C", "C", "C", "C", "C", "C", "C", "C", "C", "C", "C", "C", "N", "C", "C", "C", "C", "C", "C", "H", "H", "H", "H", "H", "H", "H", "H", "H", "H", "H", "H", "H", "H", "H", "H", "H", "H", "H", "H", "H"], "xyz": [[0.3011, -4.2042, 3.3969], [-0.6002, -3.7284, 4.0933], [-0.7562, -4.0183, 5.2833], [-1.5206, -2.7753, 3.4787], [-2.3200, -1.9623, 4.2650], [-3.1476, -1.0255, 3.6758], [-3.1946, -0.9058, 2.3107], [-2.4035, -1.7304, 1.4817], [-2.4785, -1.6100, 0.0963], [-1.7384, -2.3799, -0.8161], [-1.9314, -2.1891, -2.0310], [-0.9221, -3.2218, -0.4027], [-1.5604, -2.6653, 2.1130], [-2.2826, -2.0759, 5.3358], [-3.7556, -0.3810, 4.2894], [-3.8386, -0.1738, 1.8552], [-3.1570, -0.8986, -0.3311], [-0.9257, -3.3098, 1.5267], [-0.2080, 0.7413, -6.9623], [0.1182, -0.2989, -5.9935], [0.5349, -1.6522, -6.4156], [0.9475, -2.3470, -5.0984], [0.7594, -1.2966, -4.0339], [0.2355, -0.1229, -4.6142], [-0.0868, 0.9774, -3.8185], [0.1639, 0.9224, -2.4746], [0.7668, -0.2146, -1.8718], [1.0867, -0.2991, -0.4941], [1.1793, 0.7219, 0.4826], [1.3033, 0.3430, 1.8453], [1.3753, 1.3010, 2.8215], [1.3219, 2.6689, 2.4807], [1.3477, 3.4395, 3.6440], [1.1229, 4.8786, 3.7209], [1.4734, 2.6053, 4.8570], [1.5173, 1.1581, 4.3161], [1.2690, 3.0659, 1.1439], [1.2159, 2.1074, 0.1692], [1.0179, -1.3471, -2.6901], [-0.0745, 1.7274, -6.5232], [0.4479, 0.6600, -7.8277], [-1.2417, 0.6385, -7.2879], [-0.3044, -2.1439, -6.9189], [1.3599, -1.5659, -7.1286], [0.3142, -3.2138, -4.8782], [1.9867, -2.6959, -5.1166], [-0.5602, 1.8358, -4.2624], [-0.1739, 1.7339, -1.8572], [1.3037, -1.2913, -0.1375], [1.3276, -0.6971, 2.1145], [0.7076, 5.2521, 2.7875], [0.4200, 5.1021, 4.5220], [2.0619, 5.3937, 3.9172], [2.3831, 2.8934, 5.3945], [0.6169, 2.7907, 5.5115], [0.7134, 0.5332, 4.7226], [2.4668, 0.6639, 4.5522], [1.3149, 4.1119, 0.8952], [1.2785, 2.4186, -0.8567], [1.4215, -2.2440, -2.2577]], "forces_ev_per_a": [[-0.93, 0.56, 0.66], [0.83, -0.95, 0.52], [0.04, 0.42, -1.12], [-0.67, 0.88, -0.15], [0.30, -0.41, 1.21], [0.09, -0.05, -0.04], [0.22, -0.14, -0.32], [0.35, -0.48, 0.82], [0.85, -0.55, -1.96], [-1.64, 1.57, 1.50], [0.20, 0.00, -0.58], [0.66, -0.37, -0.57], [0.66, -0.54, 0.07], [-0.02, 0.03, 0.15], [-0.10, 0.05, 0.16], [-0.18, 0.17, -0.14], [-0.05, 0.00, -0.43], [-0.18, 0.13, 0.07], [-0.06, -0.52, 0.53], [0.22, 0.65, 1.61], [-0.20, 0.53, 0.31], [0.06, -0.37, 0.15], [0.12, 0.09, 0.42], [0.31, -1.03, -1.96], [-0.13, 0.36, -0.13], [-0.03, -0.28, -0.16], [0.02, 0.15, 0.80], [-0.29, 0.55, -0.68], [0.04, 0.11, -0.37], [0.03, 0.62, 0.39], [0.03, -0.14, -0.30], [-0.16, 0.45, 2.03], [-0.23, -0.56, -1.51], [0.30, -0.68, -0.09], [-0.04, 0.28, -0.59], [0.02, -0.37, 0.14], [0.03, 0.42, 0.14], [0.09, -0.39, 0.23], [-0.28, 0.00, -0.86], [0.02, -0.01, 0.06], [0.05, -0.04, -0.03], [-0.11, 0.08, -0.15], [0.14, -0.05, 0.09], [-0.01, -0.04, 0.02], [0.10, 0.15, -0.09], [-0.21, 0.04, -0.11], [-0.14, 0.20, 0.04], [-0.11, 0.08, 0.04], [0.00, -0.40, 0.09], [-0.07, -0.38, 0.00], [-0.01, -0.07, -0.02], [-0.04, -0.02, 0.06], [0.05, 0.19, 0.06], [-0.09, -0.14, 0.01], [0.04, -0.06, -0.01], [0.16, 0.16, 0.00], [-0.18, 0.12, 0.06], [0.02, 0.17, -0.16], [0.02, 0.06, -0.12], [0.05, -0.24, 0.24]], "nbo_charge": [-0.39, 0.51, -0.39, 0.09, -0.29, -0.22, -0.20, -0.05, -0.28, 0.48, -0.54, -0.54, -0.26, 0.23, 0.21, 0.20, 0.20, 0.28, -0.40, -0.37, -0.20, -0.45, 0.01, 0.26, -0.30, -0.08, -0.18, 0.09, -0.18, -0.13, 0.01, 0.25, -0.38, -0.40, -0.20, -0.45, -0.29, -0.11, -0.09, 0.21, 0.21, 0.20, 0.20, 0.19, 0.25, 0.23, 0.22, 0.22, 0.23, 0.23, 0.21, 0.21, 0.20, 0.20, 0.20, 0.24, 0.23, 0.22, 0.22, 0.23], "energy_ha": -1526.0897, "fmax_ev_per_a": 2.720, "de_lowest_ev": 10.372, "total_charge": 0}


3.
{"formula": "C26H26N4O4", "method": "ωB97M-V/def2-TZVPD", "symbols": ["C", "H", "C", "N", "C", "O", "C", "N", "C", "C", "C", "C", "C", "C", "C", "H", "H", "H", "H", "H", "H", "C", "C", "O", "N", "C", "O", "C", "N", "C", "C", "C", "C", "C", "C", "C", "H", "H", "H", "H", "H", "H", "C", "C", "O", "H", "H", "C", "C", "H", "H", "H", "H", "H", "H", "H", "H", "H", "H", "H"], "xyz": [[-3.9888, -2.8141, -1.1874], [-3.3055, -2.7599, -2.0318], [-3.3086, -3.4847, -0.0006], [-2.1400, -2.7326, 0.4159], [-2.2325, -1.5819, 1.1654], [-3.2393, -1.1564, 1.6611], [-0.8376, -0.9724, 1.2095], [-0.7148, 0.0058, 0.1497], [-1.0374, 1.4065, 0.3414], [-2.4959, 1.6534, 0.0707], [-3.2351, 2.5044, 0.8773], [-4.5780, 2.7165, 0.6188], [-5.1911, 2.0766, -0.4439], [-4.4560, 1.2277, -1.2544], [-3.1132, 1.0201, -1.0008], [-2.5347, 0.3544, -1.6248], [-4.9311, 0.7267, -2.0857], [-6.2409, 2.2364, -0.6402], [-5.1481, 3.3786, 1.2532], [-2.7569, 3.0020, 1.7080], [-0.7769, 1.7653, 1.3517], [-0.0959, 2.0790, -0.7020], [0.8511, 3.0836, -0.0719], [0.5676, 4.0291, 0.6128], [2.1375, 2.7328, -0.4293], [2.2294, 1.5786, -1.1735], [3.2358, 1.1513, -1.6687], [0.8349, 0.9682, -1.2129], [0.7141, -0.0082, -0.1512], [1.0397, -1.4085, -0.3400], [2.4967, -1.6539, -0.0592], [3.2375, -2.5181, -0.8503], [4.5782, -2.7308, -0.5817], [5.1877, -2.0783, 0.4755], [4.4510, -1.2164, 1.2706], [3.1102, -1.0082, 1.0071], [2.5303, -0.3328, 1.6192], [4.9232, -0.7056, 2.0975], [6.2359, -2.2388, 0.6797], [5.1496, -3.4033, -1.2038], [2.7619, -3.0254, -1.6766], [0.7864, -1.7685, -1.3516], [0.0934, -2.0827, 0.6980], [-0.8530, -3.0831, 0.0603], [-0.5687, -4.0254, -0.6285], [0.6632, -2.5723, 1.4891], [0.5851, 0.5735, -2.2095], [3.3066, 3.4894, -0.0220], [3.9990, 2.8218, 1.1595], [4.3130, 1.8170, 0.8859], [4.8736, 3.3986, 1.4463], [3.3231, 2.7652, 2.0095], [2.9630, 4.4917, 0.2424], [3.9837, 3.5385, -0.8781], [-0.6696, 2.5647, -1.4928], [-0.5894, -0.5798, 2.2073], [-2.9670, -4.4884, -0.2626], [-3.9925, -3.5312, 0.8502], [-4.3011, -1.8082, -0.9160], [-4.8632, -3.3874, -1.4818]], "forces_ev_per_a": [[0.09, -0.08, 0.18], [0.04, 0.01, -0.10], [-0.20, -0.06, -0.13], [-0.27, -0.34, -0.04], [0.31, 0.08, 0.08], [-0.16, 0.09, 0.08], [0.13, 0.15, 0.27], [0.44, -0.22, -0.49], [0.00, 0.18, 0.00], [-0.10, 0.01, 0.10], [0.12, -0.05, -0.06], [-0.09, 0.06, 0.02], [-0.11, 0.03, 0.02], [0.00, -0.01, -0.08], [0.01, 0.06, -0.03], [0.03, -0.09, -0.05], [-0.04, -0.04, -0.07], [-0.09, 0.02, -0.01], [-0.05, 0.05, 0.05], [0.06, 0.04, 0.11], [-0.01, -0.10, -0.13], [-0.06, -0.14, 0.13], [-0.04, -0.19, -0.19], [-0.14, 0.16, 0.16], [0.28, 0.34, 0.04], [-0.32, -0.08, -0.08], [0.16, -0.09, -0.08], [-0.13, -0.15, -0.26], [-0.44, 0.23, 0.49], [0.00, -0.18, 0.00], [0.10, -0.01, -0.10], [-0.12, 0.05, 0.05], [0.09, -0.06, -0.02], [0.11, -0.03, -0.02], [0.01, 0.00, 0.08], [-0.01, -0.06, 0.03], [-0.02, 0.09, 0.04], [0.04, 0.04, 0.07], [0.09, -0.02, 0.01], [0.05, -0.05, -0.05], [-0.06, -0.05, -0.11], [0.00, 0.10, 0.13], [0.06, 0.14, -0.13], [0.03, 0.19, 0.19], [0.14, -0.16, -0.16], [-0.09, 0.01, -0.04], [0.03, 0.05, 0.15], [0.20, 0.06, 0.13], [-0.09, 0.08, -0.18], [0.05, -0.08, 0.01], [0.11, 0.03, 0.07], [-0.04, 0.00, 0.10], [0.04, -0.11, -0.11], [-0.10, 0.05, 0.06], [0.09, -0.01, 0.04], [-0.03, -0.05, -0.15], [-0.04, 0.11, 0.11], [0.10, -0.05, -0.06], [-0.05, 0.08, -0.01], [-0.11, -0.03, -0.07]], "nbo_charge": [-0.62, 0.21, -0.22, -0.47, 0.71, -0.55, -0.14, -0.30, -0.05, -0.05, -0.15, -0.20, -0.21, -0.21, -0.21, 0.22, 0.21, 0.21, 0.21, 0.21, 0.20, -0.31, 0.72, -0.57, -0.47, 0.71, -0.55, -0.14, -0.29, -0.05, -0.05, -0.15, -0.20, -0.21, -0.21, -0.21, 0.22, 0.21, 0.21, 0.21, 0.21, 0.20, -0.31, 0.72, -0.57, 0.26, 0.21, -0.22, -0.62, 0.22, 0.22, 0.21, 0.23, 0.22, 0.26, 0.21, 0.23, 0.22, 0.22, 0.22], "energy_ha": -1526.4322, "fmax_ev_per_a": 0.697, "de_lowest_ev": 1.052, "total_charge": 0, "smiles": "CCN1C(=O)[C@H]2[C@@H](C1=O)N1[C@@H](c3ccccc3)[C@@H]3C(=O)N(CC)C(=O)[C@@H]3N1[C@@H]2c1ccccc1"}